A 17-piece molecular cluster, C74H124O20 overall. Source: OMol25; level of theory: ωB97M-V/def2-TZVPD.

Cartesian coordinates (Å):
C: 4.155 3.013 2.081
C: 3.098 2.903 2.883
C: 3.246 2.632 4.292
O: 2.376 2.387 5.126
C: 4.657 2.465 4.803
C: 5.757 2.598 4.028
C: 5.539 2.862 2.522
O: 6.435 3.097 1.754
H: 3.998 3.209 1.002
H: 2.117 3.062 2.500
H: 4.641 2.290 5.877
H: 6.797 2.576 4.396
C: -2.285 -4.704 1.101
C: -2.821 -5.331 0.029
C: -2.206 -6.463 -0.627
O: -2.447 -6.758 -1.774
C: -1.039 -7.076 0.062
C: -0.597 -6.513 1.213
C: -1.130 -5.273 1.789
O: -0.437 -4.727 2.658
H: -2.621 -3.725 1.343
H: -3.639 -4.872 -0.516
H: -0.620 -7.802 -0.526
H: 0.196 -6.913 1.840
C: 2.096 0.122 0.433
C: 1.581 -1.089 0.616
C: 0.100 -1.304 0.819
O: -0.281 -2.424 1.122
C: -0.825 -0.077 0.720
C: -0.280 1.059 0.336
C: 1.178 1.272 0.295
O: 1.648 2.385 0.095
H: 3.130 0.376 0.342
H: 2.294 -1.947 0.754
H: -1.922 -0.203 0.840
H: -0.861 1.936 0.198
C: -5.952 -1.087 -0.080
C: -5.822 -1.013 1.479
C: -4.318 -0.907 1.789
O: -3.634 -1.552 0.649
C: -4.610 -1.819 -0.371
H: -5.815 -0.075 -0.597
H: -6.881 -1.448 -0.409
H: -6.261 -1.880 1.998
H: -6.255 -0.084 1.894
H: -4.140 -1.431 2.730
H: -4.043 0.165 1.861
H: -4.795 -2.900 -0.357
H: -4.166 -1.639 -1.308
C: 0.095 -1.852 4.390
C: 0.875 -0.511 4.209
C: -0.294 0.480 4.186
O: -1.489 -0.197 3.739
C: -1.369 -1.446 4.511
H: 0.374 -2.498 5.237
H: 0.218 -2.517 3.546
H: 1.335 -0.634 3.201
H: 1.541 -0.280 5.002
H: -0.213 1.266 3.513
H: -0.431 0.782 5.203
H: -2.111 -2.090 4.040
H: -1.649 -1.183 5.553
C: 4.471 -2.200 3.813
C: 4.976 -1.144 2.834
C: 5.299 -2.034 1.601
O: 4.327 -3.156 1.662
C: 3.667 -3.125 2.954
H: 3.772 -1.829 4.576
H: 5.286 -2.741 4.266
H: 5.826 -0.570 3.186
H: 4.150 -0.458 2.619
H: 6.267 -2.351 1.728
H: 5.164 -1.559 0.652
H: 3.687 -4.130 3.309
H: 2.624 -2.907 2.819
C: -2.893 -0.908 -4.123
C: -2.071 0.302 -4.715
C: -1.096 -0.395 -5.736
O: -1.235 -1.796 -5.621
C: -2.575 -2.062 -5.049
H: -3.975 -0.774 -4.094
H: -2.632 -1.261 -3.096
H: -1.492 0.784 -3.918
H: -2.792 1.018 -5.123
H: -0.068 -0.095 -5.407
H: -1.303 -0.039 -6.738
H: -2.586 -3.000 -4.493
H: -3.287 -2.048 -5.893
C: -7.354 -4.944 3.063
C: -6.254 -4.980 2.005
C: -5.077 -4.281 2.679
O: -5.639 -3.428 3.695
C: -7.081 -3.527 3.699
H: -7.181 -5.686 3.866
H: -8.389 -5.049 2.747
H: -6.659 -4.416 1.168
H: -5.783 -5.917 1.738
H: -4.593 -3.694 1.930
H: -4.356 -4.949 3.147
H: -7.595 -2.821 3.138
H: -7.444 -3.477 4.717
C: -0.915 5.027 -4.630
C: -0.183 3.701 -4.732
C: -0.025 3.318 -3.226
O: -1.249 3.712 -2.579
C: -1.717 4.898 -3.262
H: -1.559 5.208 -5.448
H: -0.276 5.884 -4.509
H: 0.829 3.675 -5.209
H: -0.787 2.976 -5.286
H: 0.857 3.775 -2.808
H: -0.010 2.222 -3.132
H: -1.634 5.821 -2.600
H: -2.792 4.749 -3.476
C: 2.907 -2.183 -5.183
C: 3.230 -0.713 -5.653
C: 3.773 -0.079 -4.414
O: 2.996 -0.629 -3.293
C: 2.319 -1.877 -3.780
H: 3.772 -2.833 -5.061
H: 2.255 -2.602 -5.866
H: 2.247 -0.328 -5.862
H: 3.739 -0.682 -6.573
H: 3.682 0.984 -4.486
H: 4.832 -0.194 -4.171
H: 1.215 -1.863 -3.731
H: 2.526 -2.660 -3.018
C: 4.874 -4.264 -2.470
C: 5.329 -5.217 -1.370
C: 6.723 -4.708 -1.096
O: 6.734 -3.275 -1.206
C: 5.641 -2.943 -2.170
H: 3.722 -4.187 -2.550
H: 5.313 -4.720 -3.371
H: 5.426 -6.277 -1.608
H: 4.731 -5.057 -0.394
H: 7.416 -5.041 -1.866
H: 7.132 -5.049 -0.084
H: 6.126 -2.526 -3.081
H: 4.946 -2.219 -1.750
C: -4.708 3.534 -1.300
C: -4.534 2.217 -2.073
C: -3.371 1.511 -1.297
O: -3.536 2.036 0.058
C: -3.653 3.418 -0.166
H: -5.710 3.650 -0.901
H: -4.583 4.391 -1.958
H: -4.319 2.354 -3.154
H: -5.452 1.627 -2.095
H: -2.456 1.918 -1.703
H: -3.527 0.452 -1.208
H: -2.794 3.943 -0.554
H: -3.928 3.843 0.760
C: -1.107 5.806 4.085
C: -1.789 5.423 2.732
C: -1.147 4.107 2.340
O: 0.103 4.072 3.080
C: -0.256 4.548 4.350
H: -1.854 6.059 4.845
H: -0.443 6.634 3.967
H: -1.596 6.163 1.988
H: -2.902 5.226 2.753
H: -0.728 4.205 1.370
H: -1.707 3.200 2.365
H: 0.613 4.818 4.912
H: -0.786 3.775 4.899
C: 2.233 6.063 0.289
C: 3.317 5.901 -0.796
C: 2.525 6.567 -1.892
O: 1.203 6.076 -1.878
C: 0.953 5.838 -0.475
H: 2.286 7.032 0.801
H: 2.287 5.301 1.064
H: 3.440 4.852 -1.046
H: 4.216 6.345 -0.493
H: 2.931 6.288 -2.923
H: 2.532 7.706 -1.748
H: 0.572 4.802 -0.387
H: 0.209 6.543 -0.140
C: -5.043 3.079 4.451
C: -5.030 3.078 2.938
C: -6.483 2.773 2.635
O: -7.041 2.081 3.758
C: -6.140 2.073 4.853
H: -5.238 4.096 4.757
H: -4.016 2.903 4.848
H: -4.334 2.278 2.573
H: -4.692 4.068 2.566
H: -6.409 2.115 1.726
H: -7.096 3.744 2.324
H: -5.674 1.145 5.137
H: -6.668 2.464 5.803
C: -0.404 -4.275 -3.381
C: -0.351 -3.562 -2.004
C: 0.847 -4.230 -1.285
O: 0.964 -5.497 -1.907
C: 0.680 -5.360 -3.309
H: -0.148 -3.624 -4.221
H: -1.363 -4.705 -3.538
H: -1.182 -3.717 -1.331
H: -0.192 -2.489 -2.047
H: 0.765 -4.396 -0.183
H: 1.805 -3.711 -1.423
H: 0.415 -6.354 -3.623
H: 1.594 -5.174 -3.957
C: 6.446 0.663 -1.406
C: 5.696 1.975 -1.805
C: 6.179 2.342 -3.159
O: 6.947 1.219 -3.627
C: 7.463 0.487 -2.541
H: 5.773 -0.168 -1.250
H: 7.032 0.867 -0.564
H: 5.931 2.738 -1.068
H: 4.549 1.885 -1.856
H: 6.900 3.209 -3.049
H: 5.466 2.569 -3.930
H: 8.435 0.872 -2.239
H: 7.608 -0.568 -2.774

Forces on atoms 1 to 6 (eV/Å):
C -0.9263 -0.2764 -0.9904
C -0.2241 0.4965 -0.5936
C 0.9274 -1.5758 2.1789
O 0.0938 0.6878 -1.4001
C 0.6889 0.5807 -0.5458
C -0.7770 -0.0514 -0.4770

Summary:
* relative energy (zero: lowest compared OMol25 entry of this formula, charge and spin): 34.5 kJ/mol
* HOMO: -9.2 eV
* F_max: 4.162 eV/A
* electronic energy: -4398.37350 hartree
* LUMO energy: -1.423 eV
* spin multiplicity: 1

***

C2H3IO as an isolated structure. Source: OMol25; level of theory: ωB97M-V/def2-TZVPD.

Cartesian coordinates (Å):
C: 0.118 -1.244 -0.122
C: -0.409 -0.074 0.016
O: 0.707 1.331 0.648
I: 0.274 3.096 0.036
H: -0.490 -2.041 -0.526
H: 1.127 -1.488 0.159
H: -1.328 0.421 -0.211

Forces on atoms 1 to 6 (eV/Å):
C 0.2755 -0.2555 0.1625
C 2.2239 3.6766 0.9408
O -1.8391 -4.1502 -0.7770
I -0.4083 0.5134 -0.3851
H -0.1833 -0.0410 0.0091
H 0.2175 0.1460 0.0321

Summary:
* relative energy (zero: lowest compared OMol25 entry of this formula, charge and spin): 345.5 kJ/mol
* HOMO: -8.8 eV
* F_max: 4.605 eV/A
* electronic energy: -450.79717 hartree
* LUMO energy: -0.341 eV
* spin multiplicity: 1

***

Question: The lowest electronic energy belongs to which entry?
Answer: C74H124O20